{"formula": "C26H45IrN7PS4", "method": "ωB97M-V/def2-TZVPD", "species": ["Ir", "S", "C", "S", "C", "C", "N", "C", "N", "N", "N", "H", "H", "H", "H", "C", "N", "C", "S", "N", "C", "H", "H", "H", "H", "H", "H", "H", "H", "S", "C", "N", "C", "C", "C", "C", "C", "C", "P", "C", "C", "C", "C", "C", "C", "C", "C", "C", "C", "C", "C", "H", "H", "H", "H", "H", "H", "H", "H", "H", "H", "H", "H", "H", "H", "H", "H", "H", "H", "H", "H", "H", "H", "H", "H", "H", "H", "H", "H", "H", "H", "H", "H", "H"], "xyz": [[1.97501, -0.41983, -0.55874], [2.72215, -1.44100, 1.74887], [3.97580, -0.27866, 1.69165], [3.91034, 0.78286, 0.31294], [4.93396, -0.12129, 2.64690], [4.98946, -0.98212, 3.80219], [5.03942, -1.66594, 4.72891], [5.87881, 0.96622, 2.55749], [6.62941, 1.84007, 2.49386], [1.29273, 0.24310, -3.87732], [2.36506, -0.04890, -2.94517], [0.59998, -0.47579, -3.71676], [0.87589, 1.10711, -3.55179], [3.04819, 0.68807, -3.05829], [2.80418, -0.90240, -3.26737], [0.70659, 5.28422, -1.89262], [1.55594, 4.91410, -0.76787], [1.82414, 3.65075, -0.40080], [1.16628, 2.31079, -1.23941], [2.62135, 3.49843, 0.65410], [3.32825, 4.58256, 1.31792], [0.60079, 6.36811, -1.88826], [-0.27735, 4.82831, -1.79674], [1.13869, 4.96905, -2.84168], [2.02950, 5.65544, -0.27941], [2.93673, 2.55470, 0.82480], [2.63825, 5.25154, 1.83870], [3.93385, 5.16316, 0.61515], [4.00020, 4.14753, 2.05350], [3.70094, -4.64682, -0.41791], [3.18517, -3.24155, -0.94774], [2.80170, -2.17220, -1.32933], [-4.37702, 0.88575, -1.75606], [-3.59909, 1.84483, -0.83393], [-2.11642, 1.44594, -0.71301], [-2.00010, -0.08643, -0.74868], [-2.34987, -0.56259, -2.17617], [-3.44611, 0.31286, -2.82211], [-0.42988, -0.82028, -0.10180], [-0.56415, -2.63951, -0.39019], [-0.28539, -3.07200, -1.84822], [0.01268, -4.58206, -1.90855], [-0.78434, -5.36611, -0.84871], [-2.10873, -4.66243, -0.55968], [-1.86179, -3.30479, 0.12517], [-0.54821, -0.60584, 1.73466], [-1.94357, -0.82649, 2.38629], [-2.54185, 0.47825, 2.91223], [-1.65394, 1.07998, 4.01318], [-0.14889, 0.90088, 3.69998], [0.07758, 0.72883, 2.19973], [-5.22196, 1.39965, -2.21644], [-4.80035, 0.06048, -1.17300], [-4.06007, 1.86111, 0.15769], [-3.65990, 2.86398, -1.22451], [-1.68441, 1.88020, 0.18417], [-1.54653, 1.85762, -1.54635], [-2.74801, -0.48023, -0.05641], [-2.68753, -1.59894, -2.14749], [-1.45143, -0.53760, -2.80168], [-4.00481, -0.27893, -3.54810], [-2.99012, 1.13821, -3.37914], [0.27864, -3.00510, 0.21014], [0.55739, -2.52118, -2.25996], [-1.15244, -2.84774, -2.46889], [1.07991, -4.75415, -1.77030], [-0.24098, -4.95032, -2.90551], [-0.20698, -5.43774, 0.08011], [-0.95472, -6.38919, -1.18591], [-2.74878, -5.27493, 0.07683], [-2.65193, -4.51671, -1.50100], [-1.77587, -3.45890, 1.20315], [-2.72986, -2.65852, -0.03279], [0.12651, -1.38514, 2.08889], [-1.82309, -1.51631, 3.22852], [-2.64236, -1.31196, 1.70905], [-3.54768, 0.29748, 3.29726], [-2.65212, 1.18825, 2.08410], [-1.88964, 0.59868, 4.96614], [-1.89187, 2.13973, 4.13404], [0.24726, 0.01741, 4.21116], [0.42197, 1.75251, 4.07229], [1.14360, 0.72873, 1.97103], [-0.35410, 1.58112, 1.66896]], "atomic_forces_ev_per_a": [[0.364, 0.109, 0.308], [-0.146, -0.094, -0.232], [-0.100, -0.040, 0.030], [-0.085, -0.496, -0.382], [0.499, 0.198, 0.553], [0.054, 0.172, -0.182], [-0.029, 0.180, -0.225], [-0.076, -0.326, 0.119], [-0.243, -0.143, -0.010], [0.236, -0.003, -0.121], [-0.336, 0.057, -0.043], [-0.175, -0.123, 0.017], [-0.082, 0.140, 0.064], [0.137, 0.157, 0.000], [0.115, -0.141, 0.025], [0.072, -0.015, 0.126], [-0.237, -0.056, -0.322], [0.179, 0.168, 0.126], [-0.033, 0.284, 0.014], [-0.190, 0.582, -0.003], [-0.083, -0.131, -0.032], [0.000, -0.059, -0.009], [0.001, -0.004, 0.030], [0.036, -0.015, 0.002], [-0.055, -0.036, -0.008], [0.088, -0.230, 0.143], [-0.006, -0.023, -0.011], [-0.001, -0.027, 0.002], [0.003, -0.023, -0.016], [-0.060, 0.045, -0.099], [-0.101, 0.694, -0.055], [0.206, -0.885, 0.037], [0.096, -0.007, 0.035], [0.016, -0.074, -0.045], [-0.125, -0.140, -0.067], [0.093, 0.156, -0.289], [-0.070, 0.155, 0.026], [0.074, 0.031, 0.098], [0.164, 0.122, 0.251], [-0.062, -0.086, -0.140], [-0.116, -0.074, 0.173], [-0.056, 0.015, 0.102], [-0.002, 0.123, -0.011], [0.067, 0.036, -0.012], [0.062, -0.084, -0.061], [-0.195, 0.169, -0.004], [0.129, 0.068, 0.097], [0.107, 0.017, -0.011], [0.070, -0.060, -0.054], [-0.172, -0.068, -0.051], [-0.165, 0.013, 0.020], [0.006, 0.004, 0.017], [0.015, 0.032, -0.022], [0.003, -0.004, -0.023], [0.003, -0.015, 0.015], [0.039, 0.007, 0.049], [0.020, 0.000, 0.002], [-0.071, -0.027, -0.036], [-0.021, 0.028, 0.032], [-0.039, -0.030, 0.015], [0.016, -0.005, -0.016], [-0.018, -0.037, 0.036], [0.017, -0.053, -0.007], [0.047, 0.046, -0.033], [0.014, -0.041, 0.041], [0.001, -0.012, 0.013], [-0.002, 0.019, -0.003], [-0.024, 0.006, -0.054], [0.014, 0.003, 0.005], [-0.019, -0.003, -0.004], [0.034, -0.005, 0.055], [-0.008, 0.033, -0.007], [0.030, -0.031, -0.017], [0.054, -0.115, 0.078], [0.001, 0.026, -0.034], [-0.002, -0.028, 0.007], [0.011, 0.007, -0.007], [0.009, -0.052, 0.072], [0.018, 0.030, -0.024], [0.012, -0.021, -0.015], [-0.021, 0.034, -0.016], [-0.004, 0.001, 0.007], [-0.012, -0.015, 0.007], [0.011, -0.009, -0.036]], "mulliken_spin": [2.29, 0.34, 0.04, 0.36, -0.01, -0.02, 0.03, -0.02, 0.02, 0.01, 0.13, 0.00, 0.00, 0.00, -0.01, 0.01, 0.01, 0.03, 0.13, 0.01, 0.00, 0.00, 0.00, 0.00, 0.00, 0.00, 0.00, 0.00, 0.00, 0.15, 0.10, 0.05, 0.00, 0.00, 0.02, 0.07, 0.02, 0.00, 0.11, 0.03, 0.00, 0.01, 0.00, 0.00, 0.01, 0.04, 0.00, 0.00, 0.00, 0.00, 0.06, 0.00, 0.00, 0.00, 0.00, 0.00, 0.01, 0.01, 0.00, 0.00, 0.00, 0.00, 0.00, -0.01, 0.00, 0.00, 0.00, 0.00, 0.00, 0.00, 0.00, 0.00, 0.00, 0.01, 0.00, 0.00, 0.00, 0.00, 0.00, 0.00, 0.00, 0.00, -0.07, 0.03], "molar_mass_g_mol": 807.15, "homo_lumo_gap_ev": [7.046, 5.906], "spin_multiplicity": 5, "e_above_lowest_ev": 0.592, "homo_ev": [-7.01, -7.96]}